1.
117
Properties=species:S:1:pos:R:3:forces:R:3 method="wB97M-V/def2-TZVPD" fmax_ev_per_a=3.2 charge=+1 gap_ev="6.1702 / 5.9771" relative_energy_kj_mol=210.36 mol_weight_g_mol=1136.10 e_tot_ev=-290637.206 spin_multiplicity=2 homo_ev="-10.00 / -10.03"
Ru -0.097344 -0.238156 0.393394 -1.365 2.868 -0.401
C -6.017777 -2.449118 2.962823 0.062 0.032 -0.061
C -6.022447 -2.357225 1.429107 -0.133 -0.079 0.104
C -6.333941 -3.740787 0.834672 0.050 0.074 -0.028
C -7.126667 -1.391786 0.989575 0.107 -0.037 0.005
C -4.648193 -1.911154 0.959613 0.032 0.057 -0.106
C -3.553287 -2.772737 1.026159 0.006 0.005 -0.071
C -2.328341 -2.361728 0.546400 -0.223 -0.208 -0.107
N -2.127952 -1.155824 0.007718 0.918 -0.170 0.729
C -3.155599 -0.300966 -0.047448 -0.111 -0.175 0.054
C -4.412656 -0.649240 0.425326 0.017 0.006 -0.123
C -2.853507 1.009603 -0.645864 -0.013 0.243 -0.195
C -3.835724 1.872255 -1.105104 -0.007 -0.055 0.060
C -3.499738 3.090823 -1.690650 0.088 -0.070 -0.021
C -2.142894 3.386955 -1.760673 -0.013 -0.086 -0.049
C -1.217742 2.471286 -1.293201 0.153 0.026 -0.193
N -1.552397 1.302753 -0.763758 0.330 -0.843 0.901
C -4.587965 4.006872 -2.226329 -0.058 0.121 -0.031
C -5.465720 4.474793 -1.055527 0.056 -0.041 -0.038
C -5.437584 3.233586 -3.246892 0.051 0.027 0.035
C -4.003498 5.238185 -2.923038 -0.020 -0.119 0.074
H -6.969649 -2.855669 3.305731 -0.003 0.011 0.038
H -5.878639 -1.463794 3.409864 -0.001 0.002 0.025
H -5.216596 -3.097604 3.320207 -0.013 -0.039 0.006
H -7.352448 -4.029749 1.093386 -0.004 0.000 0.023
H -5.665259 -4.511089 1.216989 0.007 -0.018 -0.010
H -6.251763 -3.719560 -0.253366 -0.014 -0.041 -0.010
H -8.095100 -1.807728 1.264923 -0.014 0.020 0.029
H -7.121108 -1.252286 -0.093167 -0.029 0.024 -0.010
H -7.035979 -0.419315 1.475663 -0.005 0.024 -0.016
H -3.643355 -3.764895 1.444368 0.028 -0.015 -0.009
H -1.475632 -3.027798 0.564248 -0.055 0.062 0.083
H -5.207651 0.078866 0.385691 -0.004 -0.014 -0.052
H -4.875923 1.594874 -1.012843 0.015 -0.045 -0.011
H -1.784112 4.320753 -2.166192 -0.002 -0.025 -0.059
H -0.159615 2.690664 -1.346603 -0.047 0.010 -0.034
H -5.951872 3.637973 -0.552621 -0.010 -0.007 0.006
H -6.242133 5.144952 -1.425517 -0.019 0.001 0.012
H -4.866897 5.014126 -0.320445 -0.027 0.012 0.026
H -5.926717 2.365547 -2.804812 -0.006 -0.009 0.002
H -4.820725 2.893979 -4.081145 -0.021 -0.020 -0.007
H -6.214189 3.887626 -3.643935 -0.016 0.001 -0.003
H -3.435734 5.856332 -2.226358 0.030 0.036 -0.039
H -4.815585 5.845391 -3.321671 -0.002 0.017 0.006
H -3.360697 4.951873 -3.757239 0.027 0.049 -0.004
C 0.851376 -3.946434 -3.235922 -0.117 0.026 0.129
Se 0.791231 -2.828244 -1.630583 0.120 -0.028 -0.495
C 1.642820 -1.230943 -2.402327 -0.359 -0.161 -0.028
C 1.033169 -0.857042 -3.741903 -0.265 -0.004 0.074
Se -0.924431 -0.775837 -3.643065 -0.040 0.285 0.102
C -1.147190 0.509653 -5.096713 0.156 -0.171 0.065
H 1.849659 -3.911761 -3.666639 0.027 -0.018 0.047
H 0.104029 -3.619127 -3.954404 0.013 0.023 0.020
H 0.628166 -4.960915 -2.914722 0.015 -0.003 0.010
H 2.712802 -1.407067 -2.509807 0.021 0.036 0.117
H 1.472963 -0.447684 -1.645044 0.166 0.034 -0.196
H 1.271434 -1.600555 -4.500484 0.208 0.057 0.026
H 1.396546 0.115245 -4.075659 0.004 -0.016 0.015
H -0.535974 1.388921 -4.904092 -0.053 0.016 -0.013
H -2.197044 0.790671 -5.134825 0.012 -0.034 0.007
H -0.854019 0.039316 -6.031284 -0.049 0.098 -0.064
S -0.052614 2.648451 4.020820 -0.120 -0.206 -0.549
C -0.207066 1.754482 2.648495 -0.076 0.646 1.535
S 0.508468 2.165693 1.157902 0.264 -2.048 -0.646
S -1.117571 0.298823 2.603257 0.919 -0.516 -1.656
C 3.043334 -2.869253 0.959626 -0.145 0.334 -0.766
C 4.260757 -2.156221 0.401747 -0.044 -0.257 0.015
As 5.897615 -3.308990 0.436263 -0.029 0.211 0.029
C 5.171333 -4.954521 -0.330332 0.036 -0.015 0.028
C 4.207812 -4.951163 -1.335436 0.030 0.136 0.049
C 3.771229 -6.139474 -1.902785 -0.020 -0.022 -0.043
C 4.305669 -7.348992 -1.484674 -0.017 0.000 0.006
C 5.292541 -7.362092 -0.508864 -0.002 -0.050 -0.045
C 5.728159 -6.173272 0.054614 0.013 0.103 0.041
C 5.775569 -3.710034 2.354087 -0.085 -0.032 -0.072
C 5.030611 -4.750273 2.906023 0.020 -0.001 -0.012
C 4.930014 -4.887911 4.283725 -0.014 -0.029 -0.001
C 5.573920 -3.990955 5.123868 0.011 0.009 0.029
C 6.325124 -2.957338 4.583971 -0.005 -0.003 0.041
C 6.424119 -2.820867 3.207698 0.037 0.021 -0.147
P 1.629342 -1.762535 1.415490 -0.514 0.185 1.540
C 0.577556 -2.996239 2.272506 -0.009 0.049 -0.124
C -0.076034 -2.683488 3.464151 0.023 -0.104 -0.012
C -0.916815 -3.610144 4.061136 -0.071 0.021 0.003
C -1.117120 -4.853804 3.479270 -0.056 -0.004 -0.035
C -0.481688 -5.167352 2.287029 -0.078 -0.023 -0.046
C 0.358460 -4.243468 1.683043 0.075 0.030 0.101
C 2.479531 -0.851811 2.749567 -0.130 0.079 -0.051
C 2.778374 -1.449764 3.973288 -0.020 -0.028 -0.054
C 3.408878 -0.716179 4.964070 0.017 -0.071 0.029
C 3.773845 0.602771 4.733814 0.012 0.074 0.001
C 3.542489 1.181141 3.495956 0.010 -0.018 0.004
C 2.904362 0.450557 2.505285 0.098 -0.135 0.033
H 3.276978 -3.345949 1.912387 -0.101 0.070 0.092
H 2.702652 -3.629792 0.263489 -0.003 -0.037 0.094
H 4.508990 -1.279584 1.003551 0.127 -0.030 -0.027
H 4.087881 -1.816016 -0.622035 0.067 -0.016 -0.007
H 3.791348 -4.011042 -1.685125 -0.033 -0.025 0.012
H 3.015193 -6.121065 -2.678328 0.015 -0.006 -0.008
H 3.962207 -8.275686 -1.924832 0.009 -0.008 -0.002
H 5.726887 -8.301111 -0.191643 0.013 0.004 0.006
H 6.508517 -6.187696 0.807446 -0.020 -0.063 0.009
H 4.529295 -5.463203 2.262639 -0.028 0.014 0.009
H 4.348941 -5.701303 4.700096 0.007 -0.002 0.004
H 5.498963 -4.105687 6.197566 0.006 0.004 0.003
H 6.841240 -2.263031 5.234190 -0.007 0.015 -0.003
H 7.017091 -2.017258 2.783621 0.016 0.016 0.061
H 0.072266 -1.718118 3.925459 0.011 -0.029 0.021
H -1.430455 -3.355388 4.979126 0.057 0.006 0.034
H -1.771545 -5.574685 3.951854 0.000 -0.008 0.003
H -0.652095 -6.126294 1.814579 0.049 -0.025 0.029
H 0.830643 -4.500230 0.744046 0.063 -0.031 0.025
H 2.522213 -2.487126 4.153181 -0.043 0.024 0.059
H 3.608177 -1.176692 5.922783 0.035 -0.010 -0.009
H 4.244431 1.180714 5.518251 0.007 -0.017 0.011
H 3.833924 2.205039 3.303697 0.027 -0.007 0.001
H 2.735271 0.892970 1.536608 0.000 0.074 0.014

---

2.
118
Properties=species:S:1:pos:R:3:forces:R:3 method="wB97M-V/def2-TZVPD" fmax_ev_per_a=1.5 gap_ev="4.9290 / 7.4134" relative_energy_kj_mol=0.00 mol_weight_g_mol=1028.64 e_tot_ev=-173273.481 spin_multiplicity=3 homo_ev="-5.19 / -7.52"
Ti 1.239535 -1.027278 -0.417119 -0.145 -0.739 -0.084
Br -2.060895 -8.747385 2.025432 -0.030 -0.073 -0.058
C -1.614942 -7.306649 3.162645 -0.040 0.094 0.000
C -0.651597 -7.480742 4.138418 0.146 0.105 0.123
C -0.341543 -6.417128 4.976390 0.284 -0.349 0.021
C -0.957265 -5.189898 4.823138 0.480 0.564 0.273
C -1.925612 -5.030456 3.839692 -0.205 0.123 -0.058
C -2.266381 -6.092337 3.013165 0.076 0.115 0.072
N -0.686131 -4.195415 5.861594 -0.983 -0.177 -0.526
N -0.695653 -2.974594 5.646384 1.138 -0.059 -0.404
C -0.513295 -2.391211 4.329312 -0.372 -0.370 0.412
C -1.337786 -1.336287 4.051701 -0.359 0.120 -0.109
C -1.319456 -0.674680 2.815581 -0.280 0.094 0.302
C -0.399687 -1.037914 1.863136 0.279 -0.013 -0.313
O -0.316736 -0.480367 0.657333 -0.675 -0.055 0.874
C 0.564986 -2.046133 2.189009 0.105 0.071 -0.270
N 1.548541 -2.242745 1.228576 -0.302 -0.562 1.323
C 2.498336 -3.144376 1.499065 -0.428 0.428 -0.092
C 2.529008 -3.860214 2.698677 0.162 -0.117 0.042
C 1.573483 -3.666201 3.652951 -0.333 0.174 0.017
C 0.518030 -2.740422 3.407028 0.257 -0.287 0.336
H -0.153747 -8.434576 4.250234 -0.013 0.031 0.008
H 0.400855 -6.534521 5.758413 -0.090 -0.036 -0.004
H -2.440094 -4.085095 3.734443 0.005 0.012 -0.030
H -3.031744 -5.974679 2.257414 0.025 0.008 0.031
H -2.071958 -1.062050 4.802233 0.069 0.058 -0.026
H -2.028622 0.118909 2.607748 0.102 -0.097 0.029
H 3.262947 -3.278908 0.750972 0.025 -0.019 -0.110
H 3.335941 -4.562838 2.866554 -0.012 0.056 -0.007
H 1.644302 -4.184089 4.595318 -0.103 -0.085 0.114
C 2.585113 4.784887 3.932695 0.033 0.027 -0.008
C 1.827763 3.801973 3.034525 0.041 0.025 -0.050
C 1.080848 2.811135 3.937595 0.035 -0.050 0.045
C 0.804384 4.588901 2.198785 -0.041 -0.044 -0.016
C 2.775539 3.056620 2.087537 -0.023 0.088 0.029
C 4.068175 3.532127 1.800646 0.028 -0.035 -0.009
C 4.934353 2.855543 0.956057 -0.035 -0.009 0.033
C 4.495120 1.673100 0.370860 0.293 0.139 -0.093
S 5.325306 0.571052 -0.690749 0.200 0.030 -0.101
C 3.909013 -0.434916 -0.777884 -0.011 -0.056 0.167
N 2.888316 0.037962 -0.070253 1.181 0.624 -0.104
C 3.208237 1.220675 0.606799 -0.268 -0.498 -0.217
C 2.349459 1.898105 1.458490 -0.168 0.001 0.091
C 3.799355 -1.700829 -1.516446 0.049 0.180 0.093
C 4.893548 -2.221373 -2.219305 0.048 0.040 -0.006
C 4.772497 -3.433331 -2.869959 -0.061 -0.004 -0.028
C 3.552465 -4.114388 -2.825250 0.122 0.016 -0.060
C 2.476110 -3.584219 -2.131526 0.029 0.162 0.120
C 2.544353 -2.359790 -1.445549 0.744 -0.299 -0.324
H 1.903660 5.176802 4.690664 0.025 0.009 -0.033
H 2.972734 5.638684 3.370147 0.001 -0.065 0.029
H 3.418672 4.298734 4.446206 -0.045 0.027 -0.012
H 0.430129 3.359289 4.623890 0.012 -0.025 -0.035
H 1.782227 2.219537 4.533055 -0.049 0.033 -0.032
H 0.452858 2.119705 3.370943 0.033 0.051 0.041
H 0.248195 5.283908 2.835648 0.005 -0.071 -0.032
H 0.085586 3.911100 1.728590 0.087 0.080 0.037
H 1.298673 5.163500 1.411016 -0.028 0.001 0.053
H 4.416068 4.451280 2.254342 -0.015 -0.071 -0.001
H 5.930740 3.237431 0.765894 -0.067 -0.017 0.026
H 1.356117 1.491768 1.619515 0.032 0.021 -0.022
H 5.834766 -1.678906 -2.251489 -0.011 -0.051 -0.005
H 5.612834 -3.849057 -3.413072 -0.035 0.020 0.022
H 3.450933 -5.061471 -3.347013 0.016 0.045 0.049
H 1.543684 -4.143041 -2.124487 -0.013 -0.005 0.017
C -4.265362 -0.065397 -3.406907 -0.118 0.062 -0.057
C -3.460614 1.219179 -3.636210 -0.098 0.046 -0.033
C -2.641824 1.034410 -4.919194 -0.092 -0.126 -0.041
C -4.409697 2.403174 -3.807507 0.031 -0.043 -0.161
Sb -2.053665 1.270104 -1.948767 0.101 0.024 -0.076
C -3.260207 1.773674 -0.188176 -0.074 0.074 -0.020
C -2.291191 2.315907 0.867656 -0.004 -0.027 0.055
C -4.410071 2.758072 -0.401989 0.026 -0.023 0.151
C -3.812923 0.431585 0.302010 -0.011 0.005 0.102
C -0.850569 3.088525 -2.273720 -0.172 0.098 0.097
C -1.593738 4.404433 -2.039037 0.192 0.044 -0.056
C 0.323730 2.960558 -1.295670 0.016 0.158 0.004
C -0.311691 3.078260 -3.703500 0.094 -0.014 0.010
H -4.985627 -0.204709 -4.225928 0.078 -0.005 0.059
H -4.832156 -0.039018 -2.472779 -0.005 0.009 -0.072
H -3.614407 -0.945321 -3.381154 -0.024 0.036 0.006
H -3.299580 0.653698 -5.714816 0.062 0.034 0.075
H -1.823292 0.315931 -4.793155 -0.092 0.045 -0.015
H -2.214497 1.969016 -5.274512 -0.014 -0.009 -0.010
H -4.979225 2.280583 -4.740933 0.034 0.021 0.077
H -3.874948 3.353981 -3.874538 -0.022 -0.058 -0.020
H -5.130033 2.477341 -2.995740 0.010 0.010 0.002
H -1.943328 3.321354 0.627296 -0.063 -0.017 0.023
H -1.414145 1.668545 0.985495 -0.118 0.058 -0.020
H -2.804938 2.375924 1.838857 0.031 -0.013 -0.068
H -4.110940 3.649400 -0.955691 -0.007 -0.018 0.036
H -4.795176 3.086709 0.574270 0.001 -0.039 -0.071
H -5.239971 2.290272 -0.933830 0.022 0.011 0.003
H -3.011750 -0.293513 0.475343 -0.045 0.072 0.009
H -4.513440 -0.007100 -0.411734 -0.008 0.021 0.045
H -4.353346 0.572122 1.249393 0.037 -0.011 -0.060
H -1.987368 4.489608 -1.027407 0.009 0.010 0.008
H -2.425227 4.528991 -2.735499 0.023 0.002 0.012
H -0.905622 5.249503 -2.194010 -0.062 -0.066 0.007
H 0.015120 3.132389 -0.263447 0.040 -0.045 -0.102
H 1.095724 3.706558 -1.534839 -0.060 -0.036 0.027
H 0.789148 1.972582 -1.336291 0.017 0.020 -0.027
H -1.083861 3.350119 -4.422500 0.023 0.025 0.013
H 0.100655 2.106416 -3.996063 -0.054 0.137 0.028
H 0.492310 3.823227 -3.790985 -0.049 -0.061 0.004
N -0.651937 -2.067469 -1.748114 0.527 0.431 -0.167
C 0.024241 -1.432461 -2.785668 -0.109 0.329 0.032
C -0.048429 -1.811455 -4.117761 -0.394 -0.396 0.195
C 0.769810 -1.196145 -5.038856 0.101 0.071 -0.252
C 1.643857 -0.204163 -4.620269 0.032 0.074 -0.153
C 1.646724 0.135156 -3.286981 0.047 0.179 0.050
N 0.857580 -0.447056 -2.378606 -0.421 -0.308 -0.950
H -1.376676 -2.710619 -2.011443 -0.001 -0.166 -0.005
H -0.910681 -1.465873 -0.956376 -0.426 0.026 -0.388
H -0.734058 -2.596678 -4.415215 0.031 0.026 0.020
H 0.722214 -1.485466 -6.082615 0.017 0.005 0.076
H 2.303521 0.301286 -5.312161 -0.013 -0.024 0.033
H 2.310925 0.901630 -2.906085 0.032 0.013 0.015